# 1
{
  "formula": "C44H44BiBr2Cl3N2O6S2Si",
  "method": "wB97M-V/def2-TZVPD",
  "symbols": ["Bi", "C", "C", "C", "C", "C", "C", "Br", "C", "C", "Br", "C", "O", "C", "N", "H", "H", "H", "H", "H", "H", "C", "C", "C", "C", "O", "Si", "S", "O", "C", "C", "C", "C", "O", "C", "C", "C", "C", "H", "H", "H", "H", "H", "H", "H", "H", "H", "H", "H", "H", "H", "H", "H", "H", "H", "H", "H", "H", "H", "H", "H", "H", "H", "H", "H", "Cl", "C", "C", "C", "C", "C", "Cl", "C", "S", "H", "H", "H", "N", "C", "C", "C", "C", "C", "C", "C", "C", "C", "H", "H", "H", "H", "Cl", "C", "C", "C", "C", "C", "C", "C", "O", "O", "H", "H", "H", "H"],
  "coordinates": [[-0.036366, -0.474251, -0.501628], [-2.178755, -2.485135, 2.176301], [-2.820982, -1.132314, 2.239722], [-3.931360, -0.898681, 3.076426], [-4.581448, 0.298352, 3.021853], [-4.164677, 1.283765, 2.104762], [-4.825391, 2.515382, 1.902868], [-6.404383, 2.946450, 2.899369], [-4.377411, 3.414246, 0.979215], [-3.237735, 3.124748, 0.234809], [-2.648961, 4.418102, -1.030668], [-2.483980, 1.932529, 0.337489], [-1.453047, 1.719058, -0.372750], [-3.003568, 0.989741, 1.333438], [-2.354894, -0.188143, 1.451093], [-2.630562, -3.171618, 2.893942], [-1.105091, -2.415110, 2.351217], [-2.322414, -2.879131, 1.165440], [-4.260278, -1.678532, 3.753083], [-5.431130, 0.495181, 3.661272], [-4.902641, 4.345101, 0.816984], [1.366024, 3.118845, 4.126481], [0.383013, 2.637723, 3.059662], [0.208385, 3.685807, 1.970145], [-0.973035, 2.312195, 3.682397], [0.914534, 1.473002, 2.410823], [1.563451, 0.092116, 2.966816], [1.445972, -1.387265, 1.483718], [3.119175, 0.275604, 3.480210], [4.370807, 0.282581, 2.790691], [4.863486, -1.152460, 2.613678], [4.256270, 0.973709, 1.429974], [5.327294, 1.057898, 3.691332], [0.722739, -0.289465, 4.324762], [0.953463, -1.157322, 5.424712], [1.963512, -0.513331, 6.376721], [1.466711, -2.513628, 4.948140], [-0.401828, -1.314333, 6.107687], [0.993460, 4.022395, 4.613467], [2.335488, 3.329886, 3.667514], [1.508552, 2.338862, 4.880263], [-0.250392, 4.591500, 2.374792], [-0.423675, 3.278385, 1.177603], [1.177068, 3.934510, 1.529137], [-1.375164, 3.187274, 4.199623], [-0.873599, 1.486905, 4.387504], [-1.672294, 2.011878, 2.901307], [4.130335, -1.715252, 2.035661], [4.999164, -1.635484, 3.585782], [5.815353, -1.157804, 2.076449], [3.667529, 0.369218, 0.737387], [5.251474, 1.124246, 1.003839], [3.760058, 1.942296, 1.539088], [5.358200, 0.601140, 4.683701], [4.983551, 2.089427, 3.798311], [6.334173, 1.058532, 3.267501], [2.884565, -0.310131, 5.831207], [2.176264, -1.172408, 7.222830], [1.568752, 0.434528, 6.750845], [2.444511, -2.401526, 4.472293], [0.781306, -2.937008, 4.211106], [1.555969, -3.200095, 5.793315], [-0.742559, -0.346306, 6.480965], [-0.343947, -2.021712, 6.938956], [-1.132226, -1.672658, 5.378679], [-0.167494, 0.371968, -3.516179], [1.103311, -0.534961, -4.267780], [1.180303, -0.422682, -5.647294], [2.174246, -1.064237, -6.359736], [3.108936, -1.822869, -5.676185], [3.019665, -1.940816, -4.301248], [4.237624, -2.901698, -3.516585], [2.004394, -1.327738, -3.524798], [2.003840, -1.607266, -1.802247], [0.438873, 0.179388, -6.157599], [2.229020, -0.963454, -7.436743], [3.906405, -2.334399, -6.198890], [3.920937, 8.634246, -2.659271], [3.566620, 7.554284, -2.469008], [3.128934, 6.212462, -2.218801], [1.792980, 5.852227, -2.421586], [1.369534, 4.572573, -2.125395], [2.263667, 3.623984, -1.607077], [3.606993, 3.985777, -1.437879], [4.034455, 5.263973, -1.737679], [1.774937, 2.346751, -1.220553], [1.294816, 1.306658, -0.821592], [1.095853, 6.587104, -2.803582], [0.336078, 4.284975, -2.266325], [4.302172, 3.247716, -1.059273], [5.070802, 5.545605, -1.600762], [-4.355113, -7.838832, -4.034409], [-3.798309, -6.291771, -3.424320], [-2.499435, -5.888125, -3.683031], [-2.068228, -4.662714, -3.190499], [-2.919470, -3.857784, -2.443493], [-4.217612, -4.286016, -2.200316], [-4.670649, -5.503342, -2.692436], [-2.413461, -2.532172, -1.853659], [-3.149149, -1.974993, -1.020461], [-1.280733, -2.166265, -2.266575], [-1.839553, -6.522967, -4.260235], [-1.061661, -4.308437, -3.373861], [-4.864174, -3.647772, -1.610578], [-5.682983, -5.840865, -2.510645]],
  "forces_ev_per_a": [[-0.61, 0.38, -0.14], [0.07, 0.05, -0.08], [0.08, 0.16, -0.11], [-0.03, 0.00, 0.04], [0.01, -0.04, 0.01], [0.20, -0.08, -0.16], [-0.16, 0.11, 0.10], [0.06, -0.01, -0.03], [0.01, -0.06, 0.09], [0.28, -0.16, -0.13], [-0.01, 0.00, 0.00], [-0.05, 0.31, -0.26], [-0.28, -0.40, 0.39], [-0.29, -0.09, -0.06], [0.06, -0.14, -0.11], [0.04, 0.00, 0.01], [0.06, 0.01, 0.04], [-0.03, 0.02, 0.04], [-0.01, 0.01, -0.02], [-0.03, 0.00, 0.00], [0.02, 0.02, 0.01], [0.05, -0.21, -0.07], [-0.02, 0.15, 0.12], [0.07, -0.14, -0.14], [0.10, -0.14, -0.04], [-0.13, 0.14, -0.04], [-0.11, -0.29, -0.38], [0.15, -0.08, 0.38], [0.05, -0.04, 0.10], [0.14, 0.10, -0.13], [-0.12, 0.05, 0.00], [-0.14, -0.08, 0.11], [-0.07, 0.03, 0.04], [-0.01, 0.10, 0.22], [0.04, -0.07, 0.06], [-0.06, 0.03, -0.14], [-0.02, 0.08, -0.11], [-0.01, -0.01, -0.09], [0.00, 0.00, -0.02], [-0.02, 0.03, 0.04], [0.00, 0.08, 0.02], [0.01, -0.02, 0.00], [0.08, 0.10, 0.02], [-0.02, 0.03, 0.00], [0.01, 0.01, -0.04], [-0.03, 0.04, 0.04], [0.12, 0.11, 0.17], [0.05, -0.03, -0.01], [0.00, 0.03, -0.02], [-0.01, -0.02, 0.03], [-0.01, 0.06, -0.02], [-0.01, 0.00, 0.00], [0.04, -0.03, -0.02], [0.02, 0.01, -0.03], [0.03, -0.02, 0.00], [-0.01, 0.02, 0.02], [0.04, -0.01, 0.06], [-0.03, 0.02, -0.01], [0.01, -0.03, 0.02], [-0.03, -0.04, 0.02], [0.03, 0.00, 0.03], [0.03, -0.01, -0.01], [-0.01, -0.03, 0.01], [0.00, 0.04, 0.00], [0.01, -0.02, 0.05], [-0.01, 0.04, -0.04], [0.21, -0.22, -0.06], [-0.13, 0.11, -0.02], [0.08, -0.01, -0.09], [0.00, -0.03, 0.06], [-0.30, 0.19, 0.00], [0.08, -0.09, 0.01], [-0.01, -0.03, 0.03], [0.25, -0.18, -0.23], [0.04, 0.01, 0.03], [-0.02, -0.02, 0.03], [0.00, 0.02, 0.02], [-0.03, -0.11, 0.00], [0.04, 0.13, -0.07], [-0.07, -0.14, 0.06], [0.08, 0.04, -0.02], [0.00, 0.06, -0.02], [-0.07, 0.05, 0.05], [0.00, -0.01, -0.01], [0.01, 0.05, -0.03], [0.17, -0.06, 0.11], [0.10, 0.36, 0.04], [-0.01, -0.02, 0.02], [-0.02, 0.00, 0.05], [-0.02, 0.01, 0.02], [-0.01, -0.02, 0.03], [-0.01, -0.03, -0.03], [0.00, 0.08, 0.02], [0.01, 0.02, -0.01], [-0.03, -0.06, -0.06], [0.07, 0.09, 0.08], [-0.06, -0.06, 0.00], [0.02, 0.02, -0.01], [-0.01, -0.07, -0.05], [0.12, -0.05, -0.07], [-0.13, -0.09, 0.19], [-0.01, 0.00, 0.01], [-0.01, 0.01, 0.02], [0.04, 0.00, 0.00], [0.02, -0.01, 0.00]],
  "total_energy_ha": -10093.46591,
  "gap_ev": 6.43,
  "total_charge": -2,
  "e_lumo_ev": 3.731,
  "mol_weight_g_mol": 1264.21
}


# 2
{
  "formula": "C44H45BF4N3NdO3P2S",
  "method": "wB97M-V/def2-TZVPD",
  "symbols": ["Nd", "O", "C", "C", "C", "C", "C", "C", "C", "N", "C", "C", "N", "C", "C", "C", "C", "C", "C", "C", "O", "H", "H", "H", "H", "H", "H", "H", "H", "H", "H", "H", "H", "H", "H", "C", "S", "C", "C", "C", "N", "P", "C", "C", "C", "C", "C", "C", "C", "C", "C", "C", "C", "C", "P", "C", "C", "C", "C", "C", "C", "C", "C", "C", "C", "C", "C", "H", "H", "H", "H", "H", "H", "H", "H", "H", "H", "H", "H", "H", "H", "H", "H", "H", "H", "H", "H", "H", "H", "H", "H", "H", "H", "H", "H", "H", "O", "H", "H", "F", "B", "F", "F", "F"],
  "coordinates": [[1.603279, -1.275630, 1.437027], [0.413794, 0.020232, 2.791724], [-0.591685, 0.021562, 3.610462], [-0.945718, 1.206330, 4.303728], [-2.025765, 1.264367, 5.149237], [-2.812358, 0.130732, 5.386529], [-2.478213, -1.040842, 4.756159], [-1.399764, -1.127344, 3.855564], [-1.140113, -2.422851, 3.283544], [-0.272300, -2.726065, 2.390870], [-0.138566, -4.140252, 2.061237], [1.347769, -4.474986, 1.991620], [1.942919, -3.692019, 0.920619], [2.780111, -4.282213, 0.155656], [3.494852, -3.697613, -0.945950], [4.268779, -4.570025, -1.731328], [4.995194, -4.132711, -2.809575], [4.988433, -2.765902, -3.104202], [4.267291, -1.883661, -2.337517], [3.471557, -2.303301, -1.243903], [2.785655, -1.436526, -0.557848], [-0.326954, 2.079925, 4.135514], [-2.264473, 2.196811, 5.646008], [-3.651319, 0.179457, 6.067121], [-3.070490, -1.933446, 4.929860], [-1.763330, -3.226466, 3.691811], [-0.595098, -4.327775, 1.084059], [-0.624131, -4.780908, 2.804908], [1.503781, -5.549108, 1.845036], [1.816078, -4.196291, 2.941830], [2.990216, -5.343863, 0.326074], [4.280188, -5.622309, -1.466452], [5.572195, -4.823130, -3.409324], [5.571044, -2.401080, -3.941613], [4.292342, -0.826587, -2.560516], [-4.099062, 5.679432, -1.282061], [-2.417802, 5.741350, -0.608424], [-2.225102, 3.973083, -0.231413], [-0.976779, 3.762204, 0.606090], [-0.765019, 2.303430, 1.019174], [-0.691738, 1.291336, -0.098307], [-1.443429, -0.250054, 0.465166], [-3.162583, 0.444042, 0.505272], [-3.905403, 0.300592, 1.674881], [-5.186702, 0.825637, 1.770303], [-5.750034, 1.478908, 0.684536], [-5.026781, 1.608456, -0.494130], [-3.736240, 1.111326, -0.578436], [-1.573765, -1.454681, -0.899490], [-0.415537, -2.172805, -1.236926], [-0.442010, -3.198550, -2.164489], [-1.636320, -3.531765, -2.788670], [-2.801158, -2.849282, -2.448788], [-2.779899, -1.836667, -1.505176], [0.970644, 0.926770, -0.587069], [0.749728, 0.555316, -2.374131], [-0.464356, 0.495149, -3.045520], [-0.498730, 0.259309, -4.412404], [0.678123, 0.084928, -5.123118], [1.897702, 0.176287, -4.465627], [1.928467, 0.417526, -3.103894], [1.634703, 2.628035, -0.882728], [1.126613, 3.447204, -1.896254], [1.672371, 4.695593, -2.128573], [2.747976, 5.141241, -1.368204], [3.264480, 4.335211, -0.368443], [2.706114, 3.085314, -0.123265], [-4.392117, 6.701240, -1.510781], [-4.774951, 5.262050, -0.537170], [-4.116444, 5.079636, -2.190651], [-2.148763, 3.423975, -1.172033], [-3.122159, 3.649773, 0.299612], [-1.057779, 4.345094, 1.528085], [-0.115119, 4.140840, 0.063744], [-1.606640, 2.027925, 1.657564], [0.133499, 2.242266, 1.637319], [-3.463312, -0.218218, 2.515826], [-5.740161, 0.723945, 2.695350], [-6.751598, 1.884341, 0.752767], [-5.467775, 2.105835, -1.349906], [-3.173067, 1.241698, -1.493608], [0.521636, -1.923948, -0.754752], [0.472217, -3.728373, -2.404646], [-1.668331, -4.327331, -3.522025], [-3.743676, -3.123654, -2.906277], [-3.706164, -1.343633, -1.245529], [-1.384954, 0.635187, -2.501391], [-1.452513, 0.212136, -4.923419], [0.648627, -0.119584, -6.185635], [2.822892, 0.068215, -5.017735], [2.872958, 0.517404, -2.585617], [0.293771, 3.106897, -2.498945], [1.262362, 5.326571, -2.906913], [3.181812, 6.114235, -1.560512], [4.105219, 4.672753, 0.224259], [3.097891, 2.462837, 0.668065], [3.456991, 0.464778, 1.498479], [3.928836, 0.065589, 0.750032], [4.045436, 0.367187, 2.266109], [4.011216, -2.125725, 1.969958], [3.924190, -1.949998, 3.394738], [2.496349, -1.741166, 3.580655], [4.360403, -3.041177, 4.073238], [4.585511, -0.769942, 3.723847]],
  "forces_ev_per_a": [[0.44, 0.06, -0.10], [-0.16, 0.17, 0.61], [-0.23, 0.09, 0.19], [0.14, 0.06, -0.18], [0.00, -0.08, 0.00], [-0.04, 0.07, 0.07], [-0.01, -0.08, -0.07], [0.13, 0.33, 0.06], [0.22, -0.14, -0.18], [-0.05, -0.19, 0.30], [0.13, -0.19, 0.00], [-0.23, -0.14, 0.04], [0.04, -0.30, 0.12], [-0.16, 0.07, -0.02], [0.14, 0.24, -0.16], [-0.08, -0.04, 0.05], [0.06, -0.02, -0.09], [0.02, -0.11, 0.06], [-0.07, 0.12, 0.03], [0.19, -0.29, -0.10], [0.28, -0.07, -0.13], [-0.01, -0.02, 0.00], [0.01, 0.01, 0.00], [-0.01, -0.03, -0.02], [0.02, -0.01, 0.03], [-0.01, -0.01, 0.00], [0.01, 0.00, 0.00], [-0.07, 0.04, -0.01], [-0.04, 0.00, -0.02], [0.00, -0.03, 0.00], [-0.06, -0.02, -0.02], [-0.01, 0.00, 0.00], [0.00, 0.00, 0.02], [-0.01, 0.05, 0.02], [0.06, -0.05, 0.01], [0.36, -0.02, 0.12], [-0.11, -0.10, 0.01], [0.02, 0.32, -0.09], [-0.12, -0.25, -0.19], [0.05, -0.22, -0.19], [0.29, -0.38, -0.38], [-0.76, 1.11, 0.06], [0.06, -0.38, 0.16], [0.16, -0.03, -0.09], [-0.09, 0.04, 0.01], [-0.01, -0.05, 0.07], [0.05, 0.03, -0.06], [0.02, -0.13, 0.01], [-0.03, -0.16, -0.60], [-0.59, 0.15, 0.35], [0.13, 0.01, -0.11], [-0.17, 0.15, 0.09], [0.09, -0.30, -0.06], [0.32, 0.23, 0.11], [-1.26, 1.35, -0.66], [0.17, -0.08, 0.00], [0.04, 0.04, 0.07], [-0.06, -0.01, -0.04], [0.03, -0.03, -0.02], [0.02, 0.00, -0.04], [-0.07, -0.06, 0.12], [0.29, -0.18, 0.15], [-0.01, -0.14, -0.01], [-0.03, 0.02, -0.03], [0.05, -0.02, 0.05], [-0.01, 0.07, 0.00], [-0.11, -0.03, 0.08], [-0.06, -0.01, -0.04], [-0.08, 0.01, -0.05], [-0.09, 0.01, -0.03], [-0.05, -0.07, 0.06], [0.04, -0.08, 0.02], [0.01, -0.04, 0.03], [0.05, 0.07, 0.07], [0.06, -0.08, 0.07], [0.01, -0.05, 0.09], [-0.03, 0.05, 0.06], [-0.01, 0.00, -0.01], [0.00, -0.01, 0.00], [0.02, 0.02, 0.02], [0.02, 0.00, 0.01], [0.12, -0.12, -0.36], [0.00, 0.02, 0.01], [0.02, 0.01, 0.01], [0.02, -0.01, -0.03], [0.03, 0.04, 0.01], [-0.04, 0.02, 0.04], [0.00, -0.02, 0.01], [-0.01, 0.04, -0.01], [0.00, -0.02, 0.01], [-0.03, 0.01, -0.05], [0.01, -0.01, -0.01], [-0.02, -0.02, 0.01], [-0.01, 0.00, 0.00], [-0.02, 0.01, 0.01], [0.03, 0.01, -0.01], [0.15, 0.11, 0.04], [0.03, 0.01, 0.01], [0.00, -0.10, 0.07], [0.10, -0.13, 0.21], [0.31, 0.09, -0.23], [0.16, -0.15, 0.51], [-0.10, -0.01, 0.02], [-0.04, -0.02, 0.06]],
  "total_energy_ha": -4160.72828,
  "gap_ev": [7.94, 7.97],
  "multiplicity": 4,
  "e_lumo_ev": [0.033, 0.053],
  "mol_weight_g_mol": 988.92
}